Here is a structure of composition C8H18NO6Tl in a non-equilibrium geometry from OMol25. Energies are from ωB97M-V/def2-TZVPD.

Last column: natural (NBO) charge in e.
CARTESIAN COORDINATES (ANGSTROEM)
Tl  -6.19  -1.41  -1.80  1.1380
C  -1.41  -2.72  -3.28  -0.7174
C  -2.88  -2.14  -3.10  0.7628
O  -3.00  -0.89  -3.05  -0.7243
O  -3.91  -2.89  -2.95  -0.7449
H  -1.04  -2.28  -4.21  0.2233
H  -1.28  -3.78  -3.46  0.2165
H  -0.70  -2.33  -2.55  0.2336
C  -9.07  1.72  1.55  -0.6707
C  -8.87  0.78  0.35  0.7338
O  -9.91  0.27  -0.12  -0.4395
O  -7.73  0.51  -0.08  -0.6232
H  -8.63  1.37  2.49  0.2519
H  -10.02  2.25  1.55  0.2426
H  -8.48  2.58  1.25  0.2384
O  -8.71  -2.48  -0.63  -0.6543
H  -8.75  -2.72  0.31  0.4346
C  -6.03  -1.88  -7.05  -0.6316
C  -6.55  -1.95  -5.62  -0.0795
C  -6.42  -3.37  -4.97  -0.0733
O  -7.27  -3.37  -3.79  -0.5722
C  -8.65  -3.80  -3.90  -0.2653
N  -5.76  -1.12  -4.74  -0.8216
H  -6.47  -2.72  -7.59  0.2167
H  -4.94  -1.86  -7.14  0.2121
H  -6.27  -0.91  -7.48  0.2128
H  -7.58  -1.60  -5.62  0.1959
H  -5.40  -3.61  -4.67  0.2305
H  -6.72  -4.14  -5.68  0.1716
H  -9.08  -3.81  -2.90  0.2168
H  -8.89  -4.81  -4.23  0.1760
H  -9.28  -3.17  -4.53  0.1671
H  -5.74  -0.22  -5.19  0.3584
H  -4.79  -1.34  -4.86  0.3845

Properties
E   -994.02299 Eh
Energy above the lowest of the compared OMol25 structures with the same formula, charge and spin   74.0 kJ/mol
Kohn-Sham gap   3.4 eV

Here is the molecule C8H18NOPS in a non-equilibrium geometry from OMol25. Energies are from ωB97M-V/def2-TZVPD.

Last column: natural (NBO) charge in e.
CARTESIAN COORDINATES (ANGSTROEM)
C  -3.47  0.62  1.30  -0.6011
C  -2.89  0.11  -0.02  0.0893
C  -3.51  1.19  -0.93  -0.6230
O  -1.42  0.06  0.05  -0.8158
P  -0.72  -1.15  -0.81  1.2225
S  -0.81  -2.87  0.54  -0.3865
N  0.85  -0.60  -0.33  -0.7971
C  1.17  0.81  -0.39  -0.2189
C  2.22  1.22  0.66  -0.4092
C  3.44  0.44  0.30  -0.4071
C  3.26  -1.10  0.28  -0.4038
C  2.06  -1.33  -0.70  -0.2181
H  -3.13  1.62  1.47  0.2046
H  -4.47  0.48  1.13  0.2079
H  -3.05  0.07  2.24  0.2064
H  -3.37  -0.79  -0.21  0.1833
H  -3.32  2.14  -0.52  0.2051
H  -4.66  1.01  -1.09  0.2172
H  -3.01  1.17  -1.87  0.2135
H  -0.38  -3.70  -0.42  0.1371
H  0.20  1.47  -0.22  0.2325
H  1.73  1.15  -1.41  0.1465
H  1.71  0.96  1.71  0.2080
H  2.50  2.21  0.47  0.2110
H  3.74  0.81  -0.67  0.1982
H  4.29  0.58  0.97  0.2087
H  4.02  -1.68  -0.19  0.2119
H  3.08  -1.59  1.31  0.2145
H  2.25  -1.02  -1.76  0.1657
H  1.70  -2.28  -0.91  0.1965

Properties
E   -1185.10252 Eh
Energy above the lowest of the compared OMol25 structures with the same formula, charge and spin   203.2 kJ/mol
Kohn-Sham gap   8.9 eV

Here is a structure of composition C8H19AlClI2O2P in a non-equilibrium geometry from OMol25. Energies are from ωB97M-V/def2-TZVPD.

Last column: natural (NBO) charge in e.
CARTESIAN COORDINATES (ANGSTROEM)
I  1.61  1.97  0.27  0.4136
I  -0.81  -2.47  -0.52  0.3663
Al  -0.24  0.02  0.12  0.9803
P  -0.30  0.54  -2.35  0.9599
C  1.12  0.03  -3.36  -0.9745
C  -1.75  -0.23  -3.14  -0.9608
H  -1.28  2.71  -2.03  0.2779
H  -0.84  2.40  -3.75  0.2764
H  0.43  2.84  -2.54  0.2568
C  -0.51  2.31  -2.70  -0.9567
H  -2.63  -0.04  -2.53  0.2782
H  -1.86  0.23  -4.13  0.2720
H  0.90  0.30  -4.40  0.2846
H  1.25  -1.06  -3.28  0.2565
H  -1.59  -1.31  -3.23  0.2495
H  2.02  0.54  -3.02  0.2541
C  1.82  -0.71  -0.47  0.4788
O  2.87  -1.18  -0.58  -0.3931
Cl  -2.20  0.98  0.25  -0.5003
C  -1.75  0.34  3.57  -0.6581
C  -0.40  0.67  2.97  -0.0609
O  0.04  -0.38  2.04  -0.6878
C  0.15  -1.67  2.74  -0.0691
C  1.36  -2.46  2.29  -0.6422
H  -2.49  0.15  2.79  0.2395
H  -2.08  1.21  4.14  0.2628
H  -1.69  -0.51  4.25  0.2275
H  -0.43  1.61  2.41  0.2076
H  0.39  0.75  3.72  0.2190
H  0.21  -1.47  3.82  0.2349
H  -0.78  -2.22  2.53  0.2059
H  2.28  -1.88  2.42  0.2369
H  1.45  -3.35  2.93  0.2768
H  1.26  -2.80  1.26  0.1875

Properties
E   -2105.53132 Eh
Total charge   +2
Energy above the lowest of the compared OMol25 structures with the same formula, charge and spin   0.0 kJ/mol
Kohn-Sham gap (alpha / beta)   5.2 / 5.3 eV

Here is the ion C8H19BF4I2O9P3 with charge -1 in a non-equilibrium geometry from OMol25. Energies are from ωB97M-V/def2-TZVPD.

Last column: natural (NBO) charge in e.
CARTESIAN COORDINATES (ANGSTROEM)
C  -0.61  -2.58  3.84  -0.6283
C  0.38  -2.24  2.76  -0.0513
O  0.08  -1.05  2.05  -0.7759
B  -0.61  -1.14  0.86  0.9721
O  -1.58  -2.18  0.82  -0.9955
P  -0.50  0.08  -0.71  0.9998
F  -2.23  -0.31  -0.97  -0.6839
C  -1.19  1.60  0.30  -0.4193
O  -0.95  1.52  1.74  -0.5310
C  -1.30  2.55  2.43  1.1690
F  -1.47  2.18  3.69  -0.3300
F  -0.38  3.52  2.44  -0.3413
F  -2.43  3.13  2.04  -0.3337
C  -0.15  -1.49  -1.85  -1.1946
P  0.97  -1.56  -3.25  2.3687
O  2.15  -2.40  -3.06  -1.1549
O  0.13  -2.30  -4.45  -0.9893
O  1.39  -0.21  -3.92  -0.9897
C  1.34  0.55  -0.54  -0.6578
I  2.68  -1.08  0.07  0.0857
C  1.75  1.82  0.23  -0.2246
C  2.10  1.67  1.71  -0.6895
I  3.69  2.46  -0.69  -0.0466
P  -0.86  1.42  -2.49  2.0067
O  0.21  2.37  -2.78  -1.1186
O  -1.33  0.55  -3.80  -0.9929
O  -2.21  2.33  -2.24  -0.9980
H  -0.25  -3.48  4.32  0.1960
H  -1.55  -2.85  3.39  0.2171
H  -0.73  -1.80  4.57  0.2111
H  1.34  -2.07  3.23  0.1808
H  0.53  -3.08  2.08  0.1568
H  -1.19  -3.02  0.54  0.4838
H  -2.26  1.60  0.20  0.2065
H  -0.87  2.57  -0.07  0.1988
H  0.19  -2.28  -1.20  0.2578
H  -1.11  -1.84  -2.19  0.2762
H  0.15  -3.22  -4.16  0.4861
H  2.35  -0.19  -4.05  0.5265
H  1.72  0.71  -1.54  0.2463
H  1.20  2.71  0.02  0.2344
H  1.65  0.81  2.19  0.2477
H  1.76  2.55  2.23  0.2216
H  3.15  1.63  1.90  0.2216
H  -2.25  0.31  -3.65  0.4899
H  -2.93  1.73  -2.02  0.4858

Properties
E   -3037.48080 Eh
Total charge   -1
Kohn-Sham gap   7.6 eV

Here is a structure of composition C8H19ClINO2PRh in a non-equilibrium geometry from OMol25. Energies are from ωB97M-V/def2-TZVPD.

Last column: Löwdin spin population.
CARTESIAN COORDINATES (ANGSTROEM)
C  1.92  -1.69  -0.66  0.0425
I  3.38  2.22  0.02  0.9134
H  0.80  -2.00  -0.71  0.0125
H  2.25  -2.34  0.13  0.0042
H  2.40  -1.89  -1.70  0.0005
Rh  -1.17  0.11  -0.51  1.0228
P  -0.21  0.40  -2.58  0.0854
C  1.38  0.85  -3.45  0.0202
C  -0.75  -1.09  -3.55  0.0150
H  -2.28  1.56  -2.72  0.0043
H  -1.27  1.80  -4.23  0.0034
H  -0.86  2.70  -2.71  0.0005
C  -1.27  1.76  -3.12  0.0278
H  -1.71  -1.43  -3.11  0.0040
H  -0.88  -0.77  -4.61  0.0024
H  1.15  0.91  -4.54  0.0021
H  2.15  0.08  -3.30  0.0003
H  0.02  -1.87  -3.48  0.0000
H  1.73  1.82  -3.08  0.0004
C  0.60  -0.06  -0.60  0.5172
O  1.89  -0.24  -0.21  0.1724
Cl  -3.32  -0.26  0.46  0.1154
C  0.68  -0.86  4.37  0.0708
N  -0.54  -0.24  3.96  0.4905
C  -1.47  0.55  4.77  0.0768
C  -0.80  0.11  2.65  -0.0087
O  -0.12  -0.24  1.69  0.2672
H  0.82  -0.88  5.44  0.0009
H  1.56  -0.32  3.98  0.0323
H  0.77  -1.90  4.06  0.0280
H  -1.29  1.66  4.47  0.0462
H  -2.53  0.30  4.47  0.0288
H  -1.38  0.48  5.88  0.0015
H  -1.63  0.74  2.54  -0.0010

Properties
E   -1730.35246 Eh
Total charge   +2
Expectation value of S²   6.03
Kohn-Sham gap (alpha / beta)   6.8 / 3.5 eV
2S+1   5

Here is a cluster of 3 separate species, C8H19N in total in a non-equilibrium geometry from OMol25. Energies are from ωB97M-V/def2-TZVPD.

Last column: natural (NBO) charge in e.
CARTESIAN COORDINATES (ANGSTROEM)
C  -0.71  0.47  -0.08  0.1273
C  0.58  0.81  -0.49  0.1067
C  1.08  -1.20  0.63  -0.2311
C  -1.22  2.40  -1.25  -0.7506
C  -1.52  -0.51  -0.89  -0.6520
C  -1.27  0.85  1.26  -0.6702
C  2.11  -1.66  -0.37  -0.6517
C  0.24  -2.33  1.17  -0.6592
N  1.42  1.68  0.13  -0.8158
H  0.87  0.53  -1.49  0.2115
H  1.53  -0.62  1.44  0.1698
H  1.06  2.28  0.85  0.3883
H  2.16  2.08  -0.43  0.3925
H  -2.48  -0.06  -1.17  0.2234
H  -1.06  0.11  2.03  0.2251
H  -2.31  2.29  -1.24  0.1771
H  -0.89  3.25  -0.66  0.1706
H  -0.82  2.41  -2.26  0.1776
H  -1.75  -1.40  -0.30  0.2197
H  -1.00  -0.81  -1.80  0.2164
H  -2.35  0.94  1.22  0.2265
H  -0.91  1.80  1.64  0.2087
H  2.75  -2.46  0.03  0.1945
H  1.63  -2.06  -1.27  0.1943
H  2.78  -0.85  -0.67  0.1990
H  0.86  -3.06  1.72  0.2024
H  -0.25  -2.89  0.37  0.1984
H  -0.52  -1.99  1.89  0.2008

Properties
E   -370.77942 Eh
Energy above the lowest of the compared OMol25 structures with the same formula, charge and spin   506.4 kJ/mol
Kohn-Sham gap (alpha / beta)   6.9 / 6.8 eV